# 1
Here is C24H17AsF3NReS6Sb as an isolated structure from the OMol25 dataset. Energies are from wB97M-V/def2-TZVPD.

Computed properties:
highest occupied orbital energy = -14.22 eV
energy above the lowest of the compared OMol25 structures with the same formula, charge and spin = 0.0000 eV
charge = +2
2S+1 = 1
energy = -169312.021 eV
max |F| = 0.0118 hartree/bohr

Element x y z (Å)
C1 -1.64602 -1.76183 1.22247
H1 4.28791 -0.01071 -2.20727
N1 1.08965 0.91515 -2.03271
Re1 -1.00082 0.78882 -1.57540
S1 -1.34744 -1.71218 -2.26092
C2 -1.45597 1.03017 3.33350
H2 -4.65460 -3.18103 0.58839
C3 -2.57527 3.26676 2.06666
H3 -3.08027 3.92218 4.03776
S2 -1.93059 2.45146 -0.43045
C4 1.15820 -0.43164 1.34576
C5 -1.96822 2.25578 1.32900
F1 3.25164 3.26349 -5.53095
C6 -2.90226 -1.95169 0.65058
H4 3.65718 -2.71225 1.23665
C7 -3.67837 -3.03391 1.02962
H5 -1.03257 0.16474 3.82924
C8 3.15434 -1.77073 1.41069
C9 3.37528 0.50435 -2.46602
C10 2.06163 3.05354 -4.97460
S3 0.03506 -1.91715 -3.73828
S4 -0.54325 2.53806 -3.07319
C11 2.22461 0.25995 -1.74872
H6 -1.60564 -4.40524 3.32948
C12 -3.20404 -3.92334 1.98545
H7 2.18895 -0.45166 -0.93708
H8 3.74351 1.34043 2.61673
H9 -3.29495 -1.23849 -0.06728
C13 3.84932 -0.69607 1.95105
C14 3.33650 1.41196 -3.51912
C15 3.20139 0.50947 2.18748
Sb1 -1.25089 -3.37826 -5.38920
C16 -1.96400 -3.72221 2.57192
C17 1.80808 -1.64070 1.09891
C18 2.15844 2.08401 -3.82206
H10 -0.21982 -2.48773 2.67411
C19 1.05248 1.82703 -3.03058
C20 -1.40341 1.15403 1.95388
H11 4.22206 1.60370 -4.11054
H12 1.27501 -2.48203 0.67099
H13 -2.10572 1.95235 5.15452
F2 1.56877 4.22995 -4.56518
H14 4.89712 -0.80172 2.19632
H15 1.35312 1.58688 2.08117
As1 -0.65752 -0.16321 0.78930
H16 -3.00653 4.12799 1.57374
S5 -3.25421 -3.20725 -4.60446
C21 1.85554 0.64607 1.88417
C22 -2.61360 3.14548 3.44838
C23 -2.06254 2.03551 4.07737
C24 -1.17891 -2.63996 2.19619
F3 1.23317 2.56996 -5.91735
S6 -2.59193 -0.14944 -2.80112
H17 -3.80961 -4.76886 2.28099

---

# 2
Here is C24H17ClF3NOsPS as an isolated structure in a non-equilibrium geometry from the OMol25 dataset. Energies are from wB97M-V/def2-TZVPD.

Computed properties:
highest occupied orbital energy (spin up / spin down) = -17.85 / -17.82 eV
charge = +3
expectation value of S² = 6.031
2S+1 = 5
energy = -69888.195 eV
max |F| = 0.1109 hartree/bohr

Element x y z (Å)
C1 7.86942 5.80824 6.33140
H1 12.24661 14.87974 8.27071
H2 12.93918 12.55519 12.33990
C2 12.32495 13.06163 7.19275
C3 9.95247 11.41728 10.25018
C4 13.79399 14.94341 6.72145
H3 9.01924 10.97673 12.23556
C5 12.17084 12.14942 11.64069
S1 10.10410 8.16726 5.54918
C6 9.88524 11.34406 11.68016
H4 8.03195 15.87814 9.76217
C7 11.11392 11.71612 12.33025
C8 12.78128 14.33922 7.52295
C9 9.40213 13.68085 7.63388
P1 10.75192 12.33710 7.77117
F1 8.37666 5.90216 5.09291
C10 6.49598 8.93290 8.09282
H5 7.49964 10.82184 8.25152
F2 8.64244 5.02447 7.05513
H6 11.02521 11.66475 13.44206
C11 8.01925 15.12811 6.43507
C12 13.12425 12.39471 6.21807
C13 14.37132 14.21955 5.68353
C14 11.06142 11.95868 9.58160
C15 7.60580 15.79409 7.63184
H7 9.09453 11.13573 9.64940
H8 9.30400 13.76863 5.44076
Os1 10.35080 10.33121 6.47546
H9 6.97398 16.69364 7.53729
H10 14.08564 16.03730 6.96517
C16 6.64575 7.61345 7.58930
H11 7.55705 15.39420 5.49353
H12 15.00404 14.72725 5.01138
C17 12.23480 12.36999 10.29695
C18 9.02733 14.28823 8.78518
H13 5.81895 6.92587 7.72116
C19 8.68904 8.21967 6.62768
N1 8.62632 9.49165 7.14039
H14 5.60309 9.25473 8.62696
Cl1 12.58586 10.68918 5.72364
H15 13.08380 12.82485 9.80733
C20 8.15986 15.36517 8.77347
C21 7.51314 9.79740 7.90083
H16 9.55427 14.00907 9.67277
H17 14.36220 12.31186 4.63244
C22 14.08296 12.90611 5.43494
C23 8.94796 14.09261 6.37759
C24 7.73785 7.22821 6.89891
F3 6.63789 5.23440 6.36597

---

# 3
Here is C24H17FIrN3O7S as an isolated structure from the OMol25 dataset. Energies are from wB97M-V/def2-TZVPD.

Computed properties:
highest occupied orbital energy = -8.42 eV
energy above the lowest of the compared OMol25 structures with the same formula, charge and spin = 0.0000 eV
2S+1 = 1
energy = -60362.423 eV
max |F| = 0.0053 hartree/bohr

Element x y z (Å)
H1 -2.31475 1.11274 -1.24259
N1 0.90149 3.18545 -0.12716
O1 0.19141 2.12710 3.12940
H2 -3.94821 -4.50642 -0.83024
H3 3.66430 1.46854 1.97622
C1 0.62455 2.11083 1.99893
H4 -0.11236 5.90714 -1.71086
C2 0.76020 4.05310 -1.12346
C3 -1.36932 -4.51936 0.18116
H5 0.62113 -5.40986 0.39940
C4 -3.92107 -0.26210 -0.93875
F1 -4.88086 0.64048 -1.20677
N2 3.66880 2.24996 0.00891
C5 -0.28892 -5.24046 0.97086
C6 5.49911 2.48054 1.35579
H6 -1.17888 6.24613 0.52969
O2 2.02992 2.44137 -2.35738
C7 4.48079 2.88873 -0.79542
O3 1.46445 4.36696 -3.36269
C8 -2.70064 -4.55601 0.91414
H7 4.21490 3.13129 -1.81315
H8 -5.37154 -1.78619 -0.55023
C9 -0.42660 4.41354 1.34650
H9 6.15437 2.41452 2.20679
C10 -0.22868 -0.46280 -0.72907
H10 -0.67579 -6.21724 1.25965
C11 -2.00854 -2.16540 -0.37689
O4 2.87240 -2.42827 -0.49777
H11 -1.49606 -5.01100 -0.78941
H12 -0.03619 -4.69040 1.87868
H13 -0.88804 4.51597 2.31828
C12 -2.61045 0.10495 -0.99164
H14 -2.59663 -4.03853 1.87228
H15 -4.73330 -3.87494 0.60575
C13 -4.31533 -1.55312 -0.59811
C14 2.24718 -1.38576 -0.61067
O5 1.35667 1.16234 1.47262
H16 1.02276 -3.48392 -0.02809
Ir1 1.83663 1.52849 -0.50107
C15 0.34066 3.29782 1.07454
C16 -1.63108 -0.85816 -0.70597
N3 -1.01350 -3.10151 -0.10151
C17 -3.37419 -2.51404 -0.31604
C18 1.47101 3.61888 -2.40951
S1 5.98113 3.24214 -0.09797
O6 0.01306 0.75931 -0.97900
C19 0.00582 5.19200 -0.90927
O7 2.78130 -0.24931 -0.88370
C20 -3.78371 -3.90767 0.07130
H17 -2.94886 -5.59587 1.12651
C21 4.24021 2.00331 1.23782
C22 0.26557 -2.73369 -0.19451
C23 -0.58188 5.36380 0.33987
C24 0.72554 -1.47541 -0.49618

---

# 4
Here is C24H18Cl2IrN5O4S2 as an isolated structure from the OMol25 dataset. Energies are from wB97M-V/def2-TZVPD.

Computed properties:
highest occupied orbital energy (spin up / spin down) = -7.45 / -7.94 eV
energy above the lowest of the compared OMol25 structures with the same formula, charge and spin = 0.4088 eV
expectation value of S² = 6.017
2S+1 = 5
energy = -90373.230 eV
max |F| = 0.0123 hartree/bohr

Element x y z (Å)
C1 -3.53922 -2.69721 0.34065
H1 -4.25385 -2.57914 -0.46170
C2 2.77396 -3.10190 -1.69737
C3 0.88332 -3.12054 -0.22310
C4 -1.20901 -2.68675 1.05090
H2 0.64020 -1.93723 1.45765
H3 3.94163 3.09925 4.80876
Cl1 -1.74412 -2.05051 -1.53890
C5 4.29924 2.22919 4.25615
H4 -0.56347 5.25377 -2.98600
C6 2.62928 -1.26374 -0.00535
C7 -2.95938 3.02880 -3.87896
Ir1 0.01861 1.88585 0.57705
C8 2.06979 -2.51447 -0.65304
N1 -4.62685 2.47942 -5.77874
C9 -2.92554 2.21672 -2.76279
C10 1.16799 -4.86191 -1.86521
H5 0.80843 -5.77214 -2.32743
C11 -1.18494 3.58803 -1.78432
O1 1.21262 0.52609 -0.76503
C12 -2.04579 2.48026 -1.70929
C13 -3.01524 -3.06373 2.64968
C14 1.63145 -0.15253 0.20783
H6 -3.31185 -3.25516 3.67118
H7 5.37759 2.16516 4.35445
C15 2.80486 2.52282 2.39369
O2 2.61562 2.66868 1.21296
N2 0.15110 -2.53559 0.81155
S1 -0.08768 3.97205 -0.48890
O3 1.22844 0.12561 1.38424
Cl2 -0.51423 -3.05653 3.64380
H8 0.00829 1.75957 3.39580
H9 3.85669 1.30810 4.64170
H10 3.40597 -0.87147 -0.66105
C16 -3.95286 -2.96692 1.63391
H11 3.68552 -2.62494 -2.03823
C17 -2.19181 -2.53229 0.06229
H12 3.08491 -1.48673 0.96289
H13 2.00294 2.27285 4.28482
C18 -1.22899 4.40383 -2.91933
H14 -3.58473 1.36095 -2.70696
O4 4.04851 2.37046 2.85744
H15 -0.46255 -4.76499 -0.47706
N3 -2.11338 5.68513 -6.03135
H16 2.90286 -4.69516 -3.12696
S2 -2.04715 1.38138 -0.34887
H17 -5.00501 -3.08435 1.85302
C19 -3.87831 2.72773 -4.94370
C20 -2.09747 4.13744 -3.95844
H18 0.01380 3.40841 3.23530
N4 1.81306 2.56770 3.34347
N5 0.46304 2.54733 2.94666
C21 -1.67305 -2.93141 2.34869
C22 0.45019 -4.29827 -0.82578
C23 2.33759 -4.26503 -2.31174
C24 -2.11109 4.99803 -5.11097

---

# 5
Here is C24H18Cl2IrNS4Sb2 as an isolated structure from the OMol25 dataset. Energies are from wB97M-V/def2-TZVPD.

Computed properties:
highest occupied orbital energy (spin up / spin down) = -4.03 / -4.02 eV
energy above the lowest of the compared OMol25 structures with the same formula, charge and spin = 0.0000 eV
charge = -1
expectation value of S² = 0.807
2S+1 = 2
energy = -110972.253 eV
max |F| = 0.0091 hartree/bohr

Element x y z (Å)
Ir1 0.51625 0.40714 2.85646
H1 -2.55118 -3.41727 -2.79211
H2 1.59721 -3.82493 1.63200
H3 2.48142 -1.38692 -1.77229
H4 -2.47180 -0.94860 1.49286
H5 -0.90325 5.09297 -0.08856
C1 0.90088 0.46437 -0.83456
C2 -0.85214 3.30055 1.04175
H6 -1.13803 0.46946 -1.53177
H7 -4.62416 -1.66057 0.52314
C3 -3.64164 3.41685 1.00726
Sb1 3.23089 2.00200 4.51597
S1 3.91746 4.01483 3.70415
C4 -1.58229 2.25234 1.68932
C5 2.13820 1.09572 -0.93296
C6 -2.88701 4.38763 0.35614
H8 -0.82424 2.37494 -3.04311
C7 -3.72368 -2.58388 -1.19709
C8 1.25427 2.62327 -2.56552
H9 3.10824 -5.57745 0.76397
H10 1.39008 3.46931 -3.22755
Cl1 0.85566 3.31312 1.08761
H11 2.96414 0.78070 -0.30535
N1 -1.05820 1.20127 2.29398
Sb2 0.52726 -1.06508 0.66384
C9 -2.49194 -1.47784 0.54727
H12 4.01917 -3.11343 -2.61646
H13 -4.72158 3.46325 1.01892
C10 -1.32603 -2.45210 -1.32119
C11 1.94184 -2.49619 -0.01307
Cl2 -3.97076 1.23441 2.51992
C12 -0.15971 0.93308 -1.60163
H14 3.28208 2.64979 -1.85847
H15 -4.66750 -2.90860 -1.61721
S2 0.76402 2.01146 4.56812
C13 -1.50154 4.32917 0.38861
C14 2.11698 -3.68007 0.69401
C15 3.48508 -3.27746 -1.68892
H16 -0.40139 -2.67218 -1.84450
H17 4.33177 -5.21907 -1.35468
C16 -3.70166 -1.88781 0.00403
H18 -3.38201 5.20172 -0.15574
C17 0.01488 2.01101 -2.46281
S3 0.27774 -1.90565 3.03584
C18 2.62307 -2.29942 -1.20904
C19 -2.53615 -2.87093 -1.85730
C20 -3.00724 2.38826 1.66035
S4 2.74232 0.54270 2.51982
C21 2.31777 2.16086 -1.80090
C22 2.97328 -4.65788 0.20898
C23 -1.30642 -1.75229 -0.12063
C24 3.65957 -4.45659 -0.98085

---

# 6
Here is C24H18Cl5ILaN2OS4 as an isolated structure in a non-equilibrium geometry from the OMol25 dataset. Energies are from wB97M-V/def2-TZVPD.

Computed properties:
highest occupied orbital energy = -4.05 eV
energy above the lowest of the compared OMol25 structures with the same formula, charge and spin = 0.3553 eV
charge = -1
2S+1 = 1
energy = -145123.302 eV
max |F| = 0.0583 hartree/bohr

Element x y z (Å)
C1 -6.68541 -4.33060 -21.80937
C2 -6.27707 -3.58304 -19.10550
C3 0.22032 -4.64694 -18.59972
S1 -1.49120 1.24767 -19.13856
C4 -9.95456 -4.36345 -19.25342
C5 -5.24230 -3.81187 -19.92336
H1 -0.76112 -5.81395 -15.98850
Cl1 -5.87677 -5.34625 -16.49688
H2 0.98123 -5.37058 -18.59219
Cl2 -6.55117 -3.74972 -11.34275
C6 -7.50784 2.53423 -18.80417
C7 -6.39723 -3.37672 -12.99930
S2 -2.95460 -3.14138 -16.89024
C8 -8.23128 1.04197 -20.67612
La1 -5.49223 -1.37060 -17.91526
C9 -9.10927 -4.46580 -21.46282
C10 -1.66264 -3.56402 -17.91351
C11 -3.05372 0.61427 -18.86429
H3 -4.23229 -3.64567 -19.50208
H4 -11.12499 -4.95755 -20.95253
S3 -3.97546 1.09934 -17.55275
H5 -8.96732 0.26800 -20.70142
N1 -0.95693 -4.73082 -17.79545
C12 -10.18654 -4.59476 -20.59182
H6 -10.78308 -4.49143 -18.56031
C13 -5.99718 -4.08256 -15.28531
H7 -4.47243 -4.70648 -21.71657
H8 -2.37053 -5.95097 -16.71125
H9 -7.37949 0.84978 -21.37548
O1 -6.97229 0.20777 -18.86873
C14 -5.98947 -4.38776 -13.93590
C15 -6.36169 -1.70317 -14.72177
H10 0.82718 -3.10195 -20.01752
H11 -6.47755 2.83373 -18.66524
C16 -8.74293 -3.97693 -18.71732
Cl3 -6.36133 0.01295 -15.15580
I1 -8.71253 -2.99353 -16.91700
C17 -1.31557 -5.91460 -16.92913
C18 -7.55627 1.18936 -19.37475
H12 -1.30717 -1.90575 -19.07970
C19 -5.39677 -4.26293 -21.25653
C20 -7.82310 -4.23019 -20.96347
H13 -7.98723 3.24608 -19.49624
H14 -7.97448 2.70084 -17.79786
C21 -6.12639 -2.71794 -15.67523
C22 -7.55580 -3.95081 -19.57040
H15 -1.07134 -6.85797 -17.38708
H16 -9.21842 -4.33425 -22.55148
Cl4 -5.36241 -5.88841 -13.38393
S4 -3.73240 -0.55856 -19.96567
H17 -6.79570 -4.34969 -22.89508
H18 -8.66098 2.03468 -20.97567
C23 -6.66524 -2.03013 -13.40202
N2 -0.99772 -2.81343 -18.85195
Cl5 -7.25430 -0.86462 -12.21061
C24 0.17539 -3.42742 -19.19210